(1)
Molecular formula: C5H31NO11
Method: DFT, the ωB97M-V functional and the def2-TZVPD basis

```
48
Properties=species:S:1:pos:R:3:forces:R:3
C -0.51335 -3.44188 -1.15588 -1.22 -0.97 0.24
O 0.76870 -4.06402 -1.00918 0.66 0.36 -0.82
C -0.52632 -2.03905 -0.60687 0.07 2.27 1.07
C -1.84184 -1.22361 -0.48100 -3.13 -2.24 -0.55
C -2.08008 -0.00673 -1.33212 1.79 0.96 -1.76
C -3.03235 0.92483 -1.19673 -0.99 -0.49 0.97
N -1.13367 0.19280 -2.34215 0.31 -0.34 -0.24
H -0.87282 -3.53365 -2.20944 0.75 0.21 0.57
H -1.15809 -4.13098 -0.59207 -0.49 0.61 0.01
H 1.21911 -3.73854 -0.22130 -0.37 -0.06 0.30
H 0.11542 -1.34023 -1.15120 0.33 -0.77 0.05
H -0.08037 -2.03614 0.39600 -0.09 -0.32 -0.23
H -2.27749 -0.99993 0.50835 1.07 -0.18 0.05
H -2.66774 -1.95882 -0.81014 0.88 0.91 0.12
H -3.82805 0.79007 -0.47351 0.09 -0.07 0.14
H -3.17388 1.76964 -1.84898 0.28 -0.02 -0.37
H -0.43595 -0.48000 -2.59779 -0.06 -0.34 0.42
H -1.25934 0.82154 -3.11534 -0.59 0.34 0.35
H -2.49688 2.45487 0.27139 -0.25 -0.25 0.13
H -1.44866 3.32556 0.83226 0.12 0.11 0.10
O -2.25675 2.88562 1.10883 -0.10 0.17 -0.47
H 2.52846 2.79873 -2.67860 0.06 -0.43 0.00
H 1.86604 1.63863 -1.95427 0.40 0.33 -0.54
O 2.54574 1.82979 -2.64047 -0.19 -0.05 0.25
H 3.66803 -1.08221 -1.10349 -0.09 0.66 -0.58
H 3.77999 0.52822 -1.22344 -0.26 -0.78 -0.21
O 3.68674 -0.23826 -0.62716 0.34 0.24 0.61
H 1.82779 2.35313 0.18124 -0.01 -0.16 0.04
H 0.77576 3.28158 -0.26658 -0.04 -0.43 -0.13
O 1.10769 2.38855 -0.45791 -0.03 0.59 0.04
H -0.03030 3.55688 2.09445 -0.07 -0.67 0.47
H 1.12606 2.52583 2.33204 -0.81 -0.65 0.22
O 0.91717 3.42268 2.10905 1.00 1.96 -0.19
H 1.81565 0.07789 1.58917 0.09 -0.11 0.42
H 2.32772 -0.65011 0.39346 -0.64 -0.08 0.38
O 1.62390 -0.72930 1.10195 0.94 0.26 -0.59
H -1.35945 0.56452 4.10847 -0.55 -0.71 -0.40
H -2.71864 0.27831 3.25394 0.62 -0.51 0.56
O -2.13661 0.92320 3.66717 -0.61 1.20 0.23
H -1.20980 1.06536 1.70326 -0.15 0.77 0.43
H 0.04152 0.35792 1.23063 0.22 0.78 -0.21
O -0.25115 1.08191 1.82379 0.25 -1.72 -0.69
H -0.26899 -2.24618 2.81654 0.06 0.46 -0.10
H -0.44897 -0.70415 2.46434 -0.04 -0.77 0.52
O -0.89657 -1.51278 2.79534 -0.06 0.03 0.00
H 1.63819 -2.69967 -1.72105 0.28 0.15 -0.29
H 2.02417 -2.17834 -3.08805 0.24 0.27 0.31
O 2.04475 -1.91678 -2.15249 -0.01 -0.51 -0.62
```
Forces are in eV/Å.

Computed properties:
HOMO energy = -8.304 eV

Results of the natural (NBO) charge analysis, in e, for atoms 1 through 4: C -0.073; O -0.728; C -0.477; C -0.466

(2)
Molecular formula: C5H31NO13
Method: DFT, the ωB97M-V functional and the def2-TZVPD basis

```
50
Properties=species:S:1:pos:R:3:forces:R:3
C -0.79494 0.87812 2.66792 -3.17 3.01 1.35
C 0.29149 1.30453 1.74437 -2.32 -2.10 -1.92
N 1.53922 1.32894 2.17256 2.35 1.10 2.60
C 1.83969 1.78238 3.55477 0.82 2.51 2.05
C 2.62932 1.60710 1.23668 0.08 3.13 1.61
C 3.93300 0.87352 1.52159 -2.51 -0.59 -0.03
O 4.94830 1.45265 1.39393 2.15 0.59 -0.06
O 0.02525 1.21851 0.52670 0.67 1.01 0.49
H -1.02439 1.51408 3.59962 0.60 0.02 -1.56
H -1.80368 0.82377 2.12280 1.80 -0.21 0.71
H -0.59242 0.02575 3.23076 0.66 -2.16 0.19
H 2.90492 2.14270 3.65544 -0.85 -0.87 -0.65
H 1.70191 1.15977 4.45696 -0.21 -0.74 -1.13
H 1.34930 2.76143 3.94729 0.03 -1.42 -1.49
H 2.21039 1.35083 0.31423 -0.17 -0.26 -1.80
H 2.83504 2.78432 1.26977 -0.24 -2.50 -0.33
H 3.81232 -0.19688 1.77445 0.42 0.04 0.10
H 2.55647 1.28935 -2.11016 0.07 0.47 -0.03
H 1.18170 1.33854 -2.83519 -0.07 0.69 -0.08
O 1.90218 0.76916 -2.57101 -0.02 -1.06 0.18
H -1.59411 0.37733 -0.04474 0.35 0.08 0.52
H -2.86223 0.30248 -0.77442 -0.72 -0.09 -0.14
O -2.51959 0.16164 0.11237 0.21 -1.24 0.10
H -0.97217 3.29179 -3.09785 2.59 -0.79 -2.50
H -0.40666 3.20447 -4.65233 -0.24 0.09 0.45
O -0.18064 2.98485 -3.73609 -2.44 0.52 2.24
H 2.93758 -2.24321 1.15129 -3.39 0.65 -0.66
H 4.02340 -3.15267 0.57492 -0.42 1.28 1.22
O 3.81939 -2.44349 1.24889 3.89 -2.02 -0.63
H -2.05786 2.31100 -0.13836 -1.14 0.69 -0.16
H -3.35784 1.95254 0.35385 -2.08 -3.15 2.34
O -3.00387 2.60410 -0.14762 3.11 3.61 -2.31
H -4.89358 0.24921 -2.96369 0.07 -0.54 1.37
H -3.60095 -0.28967 -2.67325 2.94 -0.57 -0.91
O -4.40263 -0.21116 -2.23251 -2.97 1.09 -0.50
H -3.44084 -3.97013 -0.73055 0.92 0.45 -0.74
H -3.12750 -3.85451 0.85273 0.78 0.90 0.13
O -3.63163 -4.22493 0.15269 -2.49 -1.35 1.98
H -1.25756 -2.05772 -0.71854 -0.43 0.40 0.36
H 0.17945 -2.54817 -0.39739 -1.99 -0.35 -1.16
O -0.66473 -2.77630 -0.93175 2.49 0.53 1.11
H 1.46558 -0.57297 -0.20403 -0.67 -2.51 2.44
H 1.11314 -0.76438 1.35256 0.17 -0.86 -1.15
O 1.30436 -1.31507 0.54708 0.57 3.00 -1.45
H -1.16204 1.07043 -3.07835 -1.04 -1.05 1.30
H -0.78037 -0.02517 -2.13113 1.04 -1.01 0.49
O -1.55374 0.45453 -2.37173 0.35 2.03 -2.32
H -1.68422 -4.89007 -1.12163 0.75 -0.21 0.94
H -1.95160 -3.76698 -2.07958 0.48 -0.09 -0.13
O -2.27604 -4.62371 -1.79913 -0.78 -0.17 -2.44
```
Forces are in eV/Å.

Computed properties:
HOMO energy = -9.723 eV

Results of the natural (NBO) charge analysis, in e, for atoms 1 through 4: C -0.750; C 0.685; N -0.437; C -0.467

(3)
Molecular formula: C5H31NO9
Method: DFT, the ωB97M-V functional and the def2-TZVPD basis

```
46
Properties=species:S:1:pos:R:3:forces:R:3
C -0.45481 1.50857 -3.61877 0.41 -0.37 -0.60
C -0.17115 1.60084 -2.06476 -1.61 0.34 -2.50
C 1.23058 2.13510 -1.80650 -0.93 -1.51 1.40
C 1.34214 2.56473 -0.31560 0.97 -0.53 -0.82
C 0.60158 3.84180 0.02095 0.03 0.20 -0.56
N -0.55201 0.31674 -1.46835 1.22 1.09 1.32
H 0.43837 1.85227 -4.14164 -0.09 0.19 -0.29
H -1.31687 2.05642 -4.01521 0.15 0.36 0.50
H -0.65036 0.49855 -4.04413 0.33 0.22 0.79
H -0.82309 2.43310 -1.76216 -0.21 -0.67 0.54
H 1.40111 2.95997 -2.51536 0.23 -0.17 0.48
H 1.96850 1.32331 -1.92297 -0.15 0.30 -0.47
H 2.44173 2.58864 -0.28959 -0.12 1.03 0.94
H 1.10801 1.79316 0.41882 -0.23 -0.34 -0.54
H -0.46702 3.78560 0.22385 -0.01 -0.82 0.46
H 0.54962 4.38868 -0.91577 0.59 0.95 0.10
H 1.07852 4.35684 0.85331 -0.05 0.38 -0.27
H -1.51622 0.26688 -1.18381 -0.18 -0.12 -0.62
H -0.24004 -0.41075 -2.08792 -0.44 -0.40 0.16
H 0.81876 -4.19006 0.37451 -0.59 0.48 0.02
H -0.06862 -3.14008 0.98846 0.16 -0.11 -0.27
O -0.11772 -3.93292 0.44146 -0.47 -0.38 -0.05
H 3.64623 0.04942 -0.57460 0.02 0.22 0.17
H 2.77935 -0.00997 0.76698 0.22 0.37 -0.27
O 3.03373 -0.47205 -0.05676 -0.24 -0.33 -0.03
H -2.61482 -2.89433 -2.27826 0.32 -0.28 -0.23
H -1.40458 -2.90465 -1.22788 -0.10 -0.40 -0.35
O -2.31660 -2.63758 -1.40908 -0.08 0.50 0.69
H -3.41540 2.34051 0.63309 0.53 -0.22 0.24
H -1.94273 1.67107 0.71966 -0.78 0.36 0.55
O -2.70092 1.90940 0.14948 -0.09 -0.12 -0.78
H 2.75364 0.11041 2.96896 0.36 0.17 -0.39
H 1.55559 0.90991 2.67706 -0.27 0.33 -0.58
O 2.43572 0.74668 2.30518 -0.19 -0.55 1.11
H -2.59990 -0.41422 0.55186 -0.17 -0.14 0.02
H -2.63181 -1.97657 0.43400 -0.24 0.40 -0.32
O -2.48687 -1.23737 1.04454 -0.24 -0.66 -0.05
H -1.47679 -2.10218 2.28635 -0.19 0.17 0.34
H -0.22160 -2.66778 2.98104 -0.25 0.13 0.27
O -0.97493 -2.07430 3.12087 0.53 -0.19 -0.32
H -0.96904 -0.15542 2.11890 -0.29 0.16 0.38
H -0.50353 0.42248 0.82290 0.07 0.29 0.18
O -0.87008 0.70961 1.69018 1.19 -0.26 -0.41
H 2.85151 -3.51567 0.09106 0.35 0.01 -0.07
H 2.41482 -2.04700 0.21758 0.19 -0.21 -0.03
O 2.24766 -2.94668 0.56832 0.31 0.13 0.15
```
Forces are in eV/Å.

Computed properties:
HOMO energy = -9.070 eV

Results of the natural (NBO) charge analysis, in e, for atoms 1 through 4: C -0.633; C -0.064; C -0.395; C -0.407

(4)
Molecular formula: C5H32N2O11
Method: DFT, the ωB97M-V functional and the def2-TZVPD basis

```
50
Properties=species:S:1:pos:R:3:forces:R:3
C -0.10961 0.55560 -0.46038 -2.08 0.01 1.82
N 1.21016 0.00054 -0.35481 1.18 0.20 0.05
C 1.75166 -0.90926 -1.20738 -1.68 0.94 -1.34
O 1.03672 -1.49767 -2.00080 0.72 -0.83 0.32
C -0.90254 0.55398 0.94067 1.33 -1.25 -1.80
C 0.01830 1.30360 1.91887 -3.22 2.03 -0.88
C -0.55423 1.53142 3.31213 0.58 -1.27 0.04
N -2.27313 0.87669 0.53628 0.06 0.87 0.27
H -0.17363 1.61487 -0.77401 0.67 -0.36 -0.09
H -0.80143 0.01369 -1.09970 0.80 -0.40 -0.38
H 1.89252 0.56130 0.13384 -0.17 -0.01 -0.09
H 2.83896 -0.89070 -1.32051 0.18 -0.34 0.61
H -1.01225 -0.49186 1.26295 0.74 -0.01 0.21
H 0.12725 2.35844 1.57957 0.27 -0.61 -0.50
H 0.96691 0.83839 1.75680 0.20 -0.23 1.08
H 0.19920 2.11847 3.84349 -0.50 -0.34 0.67
H -0.89809 0.60486 3.75578 1.11 -0.73 0.75
H -1.53582 1.96157 3.38380 -0.25 1.39 -0.82
H -2.27444 1.18549 -0.43944 -0.26 0.38 0.48
H -2.69228 1.59317 1.11432 -0.11 0.14 -0.13
H 1.85655 1.19405 -2.34157 0.34 -0.10 0.23
H 1.56004 1.85284 -3.58395 -0.18 1.06 -0.90
O 1.67019 0.97808 -3.25580 -0.43 -0.82 -0.01
H 3.09121 2.19728 -0.54205 0.09 -0.04 0.17
H 3.77859 2.95914 -1.62837 0.12 0.07 -0.31
O 3.28988 2.14458 -1.48771 0.07 0.24 0.77
H 0.69270 -3.64295 1.71309 -0.06 -0.28 0.03
H 1.82392 -4.63877 1.47056 -0.08 0.01 0.09
O 1.44527 -4.07142 2.15219 0.01 0.45 -0.27
H 3.04098 0.81604 1.75934 0.43 0.10 0.06
H 3.28851 2.13845 2.47638 0.03 0.11 -0.13
O 2.89805 1.77568 1.67369 0.39 -0.08 -0.12
H -1.40062 -3.53633 -2.47320 0.20 -0.20 0.03
H -0.44483 -2.34678 -2.05640 -0.20 -0.29 -0.26
O -1.36241 -2.60063 -2.28302 -0.26 0.49 0.22
H 2.28690 -0.65277 2.70574 -0.01 0.67 0.69
H 2.77791 -1.80912 2.09517 1.13 0.01 -0.08
O 3.15557 -0.95738 2.41647 -1.39 -0.91 -0.45
H -4.83500 -1.25463 0.08494 0.04 0.33 0.15
H -3.35370 -0.66285 0.17878 -0.56 0.22 0.10
O -3.90925 -1.42608 -0.08671 0.54 -0.46 -0.19
H -1.88786 1.85119 -2.61468 -0.41 0.18 -0.24
H -2.44309 3.20554 -3.12054 -0.07 -0.03 -0.22
O -2.10504 2.76211 -2.34404 0.37 0.04 0.53
H -1.25101 -0.31812 -3.13193 -0.01 0.09 -0.16
H -2.71801 -0.56917 -2.98783 -0.17 -0.02 0.17
O -2.09452 0.15799 -3.08901 0.41 -0.39 -0.12
H -2.08067 -3.21840 1.56124 -0.30 0.05 0.18
H -1.92922 -2.76563 0.12223 -0.38 0.28 -0.59
O -1.65526 -3.44455 0.73552 0.77 -0.39 0.36
```
Forces are in eV/Å.

Computed properties:
HOMO energy = -9.744 eV

Results of the natural (NBO) charge analysis, in e, for atoms 1 through 4: C -0.262; N -0.637; C 0.544; O -0.647